The following is a DFT calculation (the ωB97M-V functional and the def2-TZVPD basis) of a molecular structure, C33H40HgN4P2Te.

Atoms and positions in Å:
Hg (2.096, 1.841, 1.298)
C (-1.501, -2.474, 3.531)
C (-0.570, -2.207, 2.607)
C (-0.801, -1.796, 1.189)
C (-1.061, -0.273, 1.022)
C (-2.418, 0.309, 1.339)
C (-3.422, -0.370, 1.915)
C (-3.536, -1.861, 1.960)
C (-2.987, -2.465, 3.276)
C (1.307, 1.655, 3.429)
H (-1.221, -2.739, 4.565)
H (0.490, -2.107, 2.875)
H (-1.551, -2.380, 0.653)
H (0.159, -2.020, 0.706)
H (-0.336, 0.279, 1.654)
H (-0.804, 0.016, -0.011)
H (-2.460, 1.404, 1.292)
H (-4.250, 0.168, 2.374)
H (-3.096, -2.329, 1.072)
H (-4.616, -2.108, 1.909)
H (-3.515, -2.016, 4.141)
H (-3.278, -3.526, 3.273)
H (1.994, 1.156, 4.128)
H (0.279, 1.246, 3.633)
H (1.334, 2.734, 3.682)
P (0.258, 2.356, -2.661)
P (2.129, -0.339, -2.845)
N (-1.472, 2.762, -2.850)
N (0.761, 3.948, -3.441)
N (0.808, -1.557, -2.984)
N (3.437, -1.351, -3.679)
C (0.335, 1.333, -4.219)
C (1.690, 0.633, -4.374)
C (-2.367, 2.903, -1.780)
C (-3.623, 3.211, -2.291)
C (-3.516, 3.239, -3.715)
C (-2.196, 2.952, -4.033)
C (1.592, 4.893, -2.831)
C (1.878, 5.907, -3.748)
C (1.248, 5.556, -4.980)
C (0.546, 4.374, -4.754)
C (-0.067, -2.018, -1.991)
C (-1.062, -2.808, -2.571)
C (-0.777, -2.868, -3.971)
C (0.335, -2.061, -4.198)
C (3.496, -2.248, -4.750)
C (4.820, -2.650, -4.952)
C (5.622, -1.920, -4.013)
C (4.762, -1.114, -3.276)
H (0.073, 1.878, -5.136)
H (-0.422, 0.550, -4.132)
H (1.743, 0.034, -5.294)
H (2.461, 1.398, -4.515)
H (-1.987, 2.811, -0.772)
H (-4.513, 3.396, -1.703)
H (-4.299, 3.443, -4.434)
H (-1.734, 2.893, -5.009)
H (1.867, 4.750, -1.797)
H (2.457, 6.799, -3.552)
H (1.300, 6.086, -5.926)
H (-0.095, 3.838, -5.431)
H (0.182, -1.823, -0.956)
H (-1.903, -3.285, -2.072)
H (-1.296, -3.449, -4.723)
H (0.835, -1.823, -5.122)
H (2.610, -2.584, -5.271)
H (5.176, -3.369, -5.673)
H (6.693, -1.978, -3.895)
H (4.938, -0.405, -2.476)
Te (2.181, -1.906, 6.130)
C (0.820, -1.687, 7.692)
C (-0.125, -2.751, 7.744)
C (-0.927, -2.866, 8.889)
C (-0.852, -1.924, 9.917)
C (0.142, -0.933, 9.908)
C (0.980, -0.789, 8.785)
H (-0.124, -3.475, 6.934)
H (-1.591, -3.731, 8.990)
H (-1.541, -1.996, 10.769)
H (0.282, -0.300, 10.786)
H (1.796, -0.071, 8.735)

Calculated values
- gap between HOMO and LUMO (alpha / beta) (eV) = 7.0629 / 5.5659
- charge = 0